Record 1
85
Properties=species:S:1:pos:R:3 method="wB97M-V/def2-TZVPD" largest_force_ha_per_bohr=0.0427 multiplicity=5 e_homo_ev="-4.422 / -5.995" total_charge=0 lumo_energy_ev="-0.03 / -0.21"
As 1.25505 0.70217 -0.74220
Cr -0.67122 -0.41888 0.36279
O -3.06695 -2.59796 2.77043
N -2.31329 -0.94541 1.31726
N -0.52576 -2.41522 0.18803
N 0.23628 -0.87942 2.07320
N -1.47350 -0.61607 -1.48887
C 4.71906 -0.10615 -3.82873
C 1.06566 -0.14702 2.81864
C 3.45214 0.85618 1.14578
C 3.49445 -0.90912 -1.92334
C 0.71964 4.14863 -3.91945
C 3.86002 3.58687 0.98840
C -1.36962 1.37257 1.08495
C -1.32828 -1.86951 -1.97581
C -1.24384 -2.94270 -0.93241
C -4.51142 -4.07533 1.60461
C -0.96550 -2.86831 1.49428
C -0.14839 4.14463 -2.83868
C -5.10739 -1.66739 1.91358
C -2.16067 -5.17593 1.64562
C -1.26170 -2.12455 -3.33382
C 4.63296 2.82207 1.84503
C 1.68415 3.16600 -4.04807
C -0.01395 -2.15997 2.44594
C -1.60815 0.20356 -3.73658
C 1.72396 -0.64531 3.92073
C -2.63722 3.60797 2.26736
C -2.22546 -2.11811 1.84171
C -3.33451 2.42529 2.10950
C 1.78964 2.16654 -3.08614
C 1.45337 -1.95508 4.32511
C 2.77135 1.08432 -3.08339
C -4.30759 -2.78393 2.11229
C -1.67983 0.37590 -2.37149
C -0.05556 3.15231 -1.87597
C 0.90551 2.16071 -1.99206
C 0.55790 -2.70758 3.58248
C -2.70651 1.31035 1.55388
C 2.87842 2.99030 0.21673
C -0.70197 2.57386 1.30042
C -1.36749 -1.07333 -4.23861
C 4.43374 1.45252 1.91765
C -1.30700 3.67947 1.88347
C -1.08651 -4.35381 1.65789
C -3.58220 -5.07346 1.46161
C 2.65624 1.62041 0.29759
C 2.61751 0.15435 -2.04066
C 3.83221 0.94627 -3.97106
C -3.28952 -0.01981 1.59346
C 4.54401 -1.04178 -2.82111
C -4.60955 -0.36210 1.84763
H -3.99935 -6.01163 1.11012
H 3.98531 1.67365 -4.75466
H 4.01672 4.65359 0.92604
H -2.27731 -3.23203 -0.65496
H -5.51026 -4.28182 1.24180
H 2.35398 3.18043 -4.89526
H -4.35471 2.34633 2.45805
H -0.73645 4.58303 2.05496
H 1.92778 -2.36929 5.20147
H -3.11568 4.46195 2.72543
H -0.89711 4.91649 -2.74153
H 5.56080 -0.19220 -4.50060
H -0.73017 3.15159 -1.02762
H -1.87648 -6.22423 1.70598
H -1.29830 -1.25368 -5.29920
H 5.23779 -1.86488 -2.72625
H 0.35660 2.64628 1.03908
H 3.35773 -1.63364 -1.12739
H 5.03818 0.85079 2.58205
H -1.73413 1.04912 -4.39463
H -6.16613 -1.81581 1.73990
H -5.33168 0.44002 1.86714
H 0.64443 4.92511 -4.66577
H -0.11557 -4.83338 1.71151
H -1.91355 1.33561 -1.93057
H -1.11820 -3.13507 -3.68444
H 2.41293 -0.01705 4.46376
H -0.76601 -3.84230 -1.35721
H 5.38776 3.29121 2.45889
H 1.18634 0.88227 2.49578
H 0.30070 -3.71179 3.87753
H 3.27752 -0.21466 1.20968
H 2.27380 3.59595 -0.44869

---

Record 2
69
Properties=species:S:1:pos:R:3 method="wB97M-V/def2-TZVPD" largest_force_ha_per_bohr=0.0181 e_homo_ev=-7.510 total_charge=0 lumo_energy_ev=-0.38
La 0.10542 -0.12705 -0.43975
Ge 3.30492 1.27170 -1.68176
P -0.06213 -2.66586 1.22924
P 2.29366 -1.21875 2.16464
O 0.80078 -2.61521 -0.00861
O -0.23294 1.12358 3.81595
O 1.86935 -3.76535 2.78008
O -0.77256 -4.08874 1.35383
O -1.04730 -1.53365 1.30520
O 1.57511 -0.04954 1.58726
O 3.18694 -0.86800 3.41766
O 3.37015 -1.87604 1.21836
O -0.67737 1.49897 1.37197
N -1.37992 -1.89298 -1.91955
N -0.97056 0.77076 -3.04271
N -2.20226 1.21149 -0.63497
N -2.83822 1.42471 0.56178
C -2.21700 1.27092 -3.00967
C -1.55842 1.31579 3.99636
C -2.31908 1.37377 -5.39805
C -1.94967 1.48343 1.53512
C -1.03211 0.86357 -5.43299
C 2.05606 2.80017 -1.74448
C -3.38953 1.45806 5.55456
C -2.04134 1.28766 5.30544
C -4.28179 1.65725 4.50554
C 4.63470 1.50048 -3.10689
C -1.66294 -2.70022 -2.67950
C -2.02938 -3.73259 -3.63686
C 2.22587 -0.32539 -1.85908
C 4.27964 1.41065 0.01198
C 1.13001 -2.56107 2.63161
C -2.44871 1.51152 2.93020
C 0.44284 -2.28057 3.95669
C -2.92075 1.58057 -4.17045
C -2.84411 1.50044 -1.69795
C -3.80442 1.67747 3.21016
C -0.40415 0.57843 -4.22833
H 1.50769 2.81338 -2.68823
H -1.98969 -3.32548 -4.64549
H 2.26959 -3.98976 1.92935
H -1.59666 -4.04170 1.85388
H -3.03839 -4.08005 -3.42331
H 4.96923 0.57670 0.14406
H -0.08102 1.22723 2.84280
H -0.26854 -3.07919 4.17018
H -1.33358 -4.56497 -3.55134
H 1.32160 2.78767 -0.93167
H 3.06289 -1.88174 0.29431
H 0.59952 0.17654 -4.21188
H 2.59241 3.74498 -1.64694
H -1.33417 1.13805 6.10940
H -0.08486 -1.32755 3.93230
H -3.92299 1.97980 -4.09623
H -4.47592 1.82024 2.37553
H 2.85876 -1.21494 -1.72531
H 2.75338 -0.24824 4.02084
H 4.86224 2.33274 -0.00279
H -0.51404 0.69256 -6.36508
H 5.30058 0.63841 -3.12307
H -3.74937 1.43551 6.57534
H -3.84478 1.92799 -1.64749
H 4.14839 1.56952 -4.07980
H 1.95614 -0.35088 -2.92356
H 3.61066 1.44271 0.87031
H -5.33681 1.79255 4.70122
H -2.84553 1.61204 -6.31292
H 5.23464 2.39725 -2.95704
H 1.17988 -2.27178 4.76064

---

Record 3
15
Properties=species:S:1:pos:R:3 method="wB97M-V/def2-TZVPD" largest_force_ha_per_bohr=0.0911 smiles=C[C@@]12[C@H]3C[N@H+]4[C@@H]1[C@@]342 e_homo_ev=-14.107 total_charge=+1 lumo_energy_ev=-3.96
N 1.33677 0.94623 0.10755
C 0.49834 0.44714 -0.92544
C 1.25975 0.00638 1.25017
C -1.75132 -0.83362 -0.81604
C -0.47919 -0.30693 -0.33055
C -0.22330 0.12133 1.09070
C -0.08809 1.44365 0.19685
H 1.75972 -0.96328 0.94297
H -0.95631 -0.29453 1.73332
H -2.63653 -0.88344 -0.16939
H 1.86833 0.34019 2.09503
H -1.58544 -1.69926 -1.31954
H 2.30271 1.39723 -0.19902
H 0.64484 0.47529 -2.04907
H -1.95026 -0.19638 -1.60755